A.
Computed, not measured: a cluster of 6 separate species, C6H24O6 in total, with ωB97M-V/def2-TZVPD.

Structure (XYZ):
```
36
Properties=species:S:1:pos:R:3:lowdin_charge:R:1
C -0.9936 3.9725 0.1936 -0.13
O -0.7234 2.6599 0.6347 -0.16
H -1.1318 4.6230 1.0176 0.06
H -0.1486 4.4289 -0.4288 0.10
H -1.9345 3.9423 -0.3920 0.09
H 0.0165 2.6084 1.2752 0.08
C 2.8277 1.4242 1.7193 -0.12
O 1.4165 1.3797 1.5233 -0.14
H 3.1434 2.4606 1.7332 0.08
H 3.1022 0.9361 2.6374 0.07
H 3.3307 0.8681 0.9494 0.07
H 1.0887 0.4893 1.3175 0.07
C -1.4180 -4.1367 0.1066 -0.14
O -0.6714 -3.9013 1.3135 -0.14
H -1.5282 -5.2044 0.0183 0.07
H -2.3591 -3.5974 0.1273 0.08
H -0.8726 -3.8179 -0.7498 0.06
H -0.3941 -2.9746 1.2425 0.03
C -3.1856 1.1440 -1.4296 -0.12
O -1.9519 0.7784 -0.7665 -0.17
H -3.1767 1.9647 -2.1810 0.09
H -3.4879 0.2357 -1.8740 0.06
H -3.9508 1.4429 -0.6950 0.08
H -1.4506 1.5464 -0.3934 0.04
C 2.0643 -2.4702 0.9089 -0.18
O 0.8931 -1.8080 0.7061 -0.16
H 2.4924 -2.3461 1.8569 0.07
H 1.8939 -3.5298 0.6437 0.10
H 2.8209 -2.1121 0.2723 0.06
H 0.7138 -1.8807 -0.2795 0.08
C 0.9001 0.3513 -2.0270 -0.06
O 0.1555 -0.7920 -1.4775 -0.18
H 1.5702 0.7060 -1.2739 0.06
H 1.5056 0.0023 -2.7825 0.05
H 0.1410 1.0577 -2.3464 0.08
H -0.6977 -0.4510 -1.1007 0.06
```

Kohn-Sham gap	10.3	eV



B.
Computed, not measured: a cluster of 6 separate species, C6H24O6 in total, with ωB97M-V/def2-TZVPD.

Structure (XYZ):
```
36
Properties=species:S:1:pos:R:3:lowdin_charge:R:1
C -0.1333 -0.2324 0.2865 -0.16
O -0.1466 -1.6014 -0.0661 -0.14
H -0.9237 0.3119 -0.2395 0.06
H -0.2450 -0.0927 1.3700 0.08
H 0.8251 0.1741 -0.0428 0.06
H -0.8771 -2.0535 0.3838 0.04
C -3.7584 -0.1705 0.5451 -0.15
O -3.2975 1.0406 -0.0571 -0.14
H -4.7907 -0.0898 0.8983 0.08
H -3.6799 -0.9805 -0.1803 0.09
H -3.0754 -0.4091 1.3677 0.06
H -3.2485 1.6802 0.6601 0.08
C -1.7989 2.2218 -2.8896 -0.16
O -1.7772 1.7229 -4.2194 -0.12
H -1.8778 3.3138 -2.8595 0.07
H -2.5484 1.8158 -2.2151 0.05
H -0.8063 2.0004 -2.4892 0.07
H -2.6566 1.4065 -4.4428 0.07
C 3.0847 -1.8966 -0.5077 -0.15
O 4.3553 -2.3980 -0.0789 -0.13
H 3.1181 -0.8060 -0.4813 0.07
H 2.9205 -2.2491 -1.5257 0.08
H 2.2774 -2.3216 0.0871 0.06
H 4.3545 -2.5973 0.8563 0.06
C -1.0310 -3.1563 2.9973 -0.13
O -1.8546 -2.6817 1.9430 -0.14
H -0.2557 -2.4201 3.1922 0.08
H -1.6243 -3.2973 3.9117 0.08
H -0.5885 -4.1381 2.7919 0.08
H -2.6342 -3.2374 1.8638 0.09
C 4.1069 3.7038 -0.0883 -0.15
O 2.9424 3.2175 -0.7724 -0.13
H 3.7864 4.4206 0.6723 0.07
H 4.7287 2.9225 0.3505 0.07
H 4.6778 4.2229 -0.8559 0.08
H 2.4518 2.6540 -0.1658 0.06
```

Kohn-Sham gap	10.2	eV



Last place for stability: B



A.
Computed, not measured: a cluster of 2 separate species, C5H16NO2 in total, with ωB97M-V/def2-TZVPD.

Structure (XYZ):
```
24
Properties=species:S:1:pos:R:3:lowdin_charge:R:1
C -1.5565 -1.2249 0.8517 -0.09
O -2.7449 -0.9613 0.1480 0.24
C -0.4391 -0.4273 0.2930 -0.28
C -0.7506 0.9135 -0.3660 -0.16
C 0.2291 2.0153 -0.8094 -0.17
C 1.4201 1.3331 -1.6398 -0.06
N 0.5184 -0.0957 1.3669 0.20
H -1.4810 -2.4929 0.7561 0.30
H -1.8365 -1.1738 1.9648 0.21
H -3.5077 -1.3351 0.6524 0.20
H 0.2130 -1.2318 -0.3549 0.22
H -1.2506 0.6469 -1.2542 0.11
H -1.4701 1.6487 0.0280 0.16
H -0.2274 2.8043 -1.3927 0.13
H 0.7519 2.4600 -0.0045 0.09
H 1.5604 1.8284 -2.5833 0.07
H 2.3202 1.4947 -1.0009 0.09
H 1.2136 0.3668 -2.0846 0.07
H 0.4386 -0.7000 2.2008 0.18
H 0.2570 0.8448 1.7707 0.21
H 1.5153 -0.2744 1.0811 0.14
H 3.4016 -0.7206 -0.1685 0.09
H 2.2822 -1.8105 -0.5305 0.02
O 2.6077 -1.1964 0.0441 0.03
```

multiplicity	2
Kohn-Sham gap (alpha / beta)	10.9 / 4.3	eV
charge	+2



B.
Computed, not measured: a cluster of 3 separate species, C5H16NO2 in total, with ωB97M-V/def2-TZVPD.

Structure (XYZ):
```
24
Properties=species:S:1:pos:R:3:lowdin_charge:R:1
C 0.7624 -0.3763 -1.9073 0.00
C 0.8218 -0.1490 -0.3739 -0.26
N 0.6343 1.2841 0.0304 0.10
C -0.2812 1.3656 1.2589 -0.04
C -0.9852 -0.0250 1.2860 -0.09
C -0.2622 -0.9291 0.3322 -0.08
H 1.7055 -0.8022 -2.2437 0.10
H 0.6692 0.4947 -2.5722 0.10
H -0.0385 -1.0322 -2.2327 0.07
H 1.8505 -0.3930 -0.1020 0.16
H 0.1471 1.8179 -0.6836 0.18
H 1.4998 1.7293 0.3374 0.15
H 0.3191 1.4923 2.1536 0.13
H -0.9704 2.1723 1.0718 0.14
H -0.9600 -0.3905 2.3226 0.15
H -2.0410 0.1501 1.0431 0.14
H -0.8829 -1.5480 -0.3385 0.15
H 0.1531 -1.8484 0.8366 0.19
H 3.5799 1.8694 1.8654 0.09
H 3.1876 0.5193 2.4832 0.06
O 2.8946 1.1785 1.8572 -0.03
H -3.7797 -1.2993 -2.1701 0.15
H -3.4862 -2.7639 -2.9962 0.16
O -3.5805 -2.2638 -2.1514 0.28
```

multiplicity	2
Kohn-Sham gap (alpha / beta)	11.9 / 3.3	eV
charge	+2



Last place for stability: A



A.
Computed, not measured: a cluster of 2 separate species, H3O5 in total, with ωB97M-V/def2-TZVPD.

Structure (XYZ):
```
8
Properties=species:S:1:pos:R:3:lowdin_charge:R:1
O 2.2831 0.4675 0.1132 -0.06
O -2.1717 1.1111 0.0409 0.35
O -2.0481 -0.9737 0.5155 0.28
O -0.5832 -0.0567 -0.7936 0.31
O -1.5618 0.1085 -0.1257 -0.20
H 2.9048 1.0397 0.5824 0.05
H 2.7258 0.1140 -0.6676 0.04
H -1.5489 -1.8105 0.3348 0.23
```

Kohn-Sham gap (alpha / beta)	5.2 / 5.1	eV
charge	+1



B.
Computed, not measured: the ion H3O5 with charge +1, with ωB97M-V/def2-TZVPD.

Structure (XYZ):
```
8
Properties=species:S:1:pos:R:3:lowdin_charge:R:1
O 0.8381 -0.2893 -1.6880 0.16
O 0.2959 0.3649 1.5106 0.16
O -1.5998 -0.6807 0.7696 0.23
O -0.1938 0.2299 -0.7788 0.08
O -0.2830 -0.4027 0.4896 -0.13
H 0.5132 -0.5546 -2.5106 0.10
H 1.1462 0.0217 1.9964 0.24
H -2.0522 0.1683 0.7978 0.16
```

Kohn-Sham gap	10.6	eV
charge	+1



C.
Computed, not measured: a structure of composition H3O5, with ωB97M-V/def2-TZVPD.

Structure (XYZ):
```
8
Properties=species:S:1:pos:R:3:lowdin_charge:R:1
O -0.1186 1.4697 -0.1564 0.13
O 1.1556 0.4524 0.2939 0.17
O -2.5008 -0.8462 0.1265 0.09
O -1.1365 1.0056 0.3416 0.09
O -1.6725 -0.0572 -0.5675 -0.01
H 0.6895 -0.3608 -0.0122 0.16
H 2.0546 0.7089 -0.1052 0.22
H -3.3359 -0.7811 -0.3671 0.15
```

Kohn-Sham gap	9.0	eV
charge	+1



D.
Computed, not measured: a cluster of 2 separate species, H3O5 in total, with ωB97M-V/def2-TZVPD.

Structure (XYZ):
```
8
Properties=species:S:1:pos:R:3:lowdin_charge:R:1
O -0.7260 0.8603 -0.1621 0.14
O -1.9946 -0.3908 -0.0660 0.15
O 2.4415 -0.5431 -0.0403 0.14
O 0.3221 0.4596 -0.6032 0.10
O 1.4078 0.0841 0.4701 0.03
H -1.7767 -0.6990 0.8201 0.14
H -2.7976 0.1713 -0.2214 0.18
H 3.1235 0.0577 -0.1972 0.11
```

Kohn-Sham gap (alpha / beta)	8.9 / 8.9	eV
charge	+1



Last place for stability: A